Version one
Density functional theory data (the ωB97M-V functional and the def2-TZVPD basis) for a 3-piece molecular cluster, CH9N6 overall.

Geometry as ORCA input:
```
! RIJCOSX wB97M-V def2-TZVPD def2/J DEFGRID3
* xyz 1 1
C 1.84 0.43 0.28
N -1.39 -0.16 0.21
N -2.17 0.77 -0.07
N 1.75 1.71 0.14
N -3.39 0.70 0.28
N 1.05 -0.46 -0.16
N 1.31 -1.82 -0.25
H 3.38 -0.60 0.93
H 1.05 2.10 -0.54
H 2.44 2.33 0.30
H -3.68 -0.08 0.83
H -4.00 1.33 -0.03
H -0.05 -0.43 -0.19
H -1.80 -0.86 0.80
H 0.45 -2.26 0.14
H 2.12 -1.91 0.27
*
```


Version two
Density functional theory data (the ωB97M-V functional and the def2-TZVPD basis) for a 2-piece molecular cluster, CH9N6 overall.

Geometry as ORCA input:
```
! RIJCOSX wB97M-V def2-TZVPD def2/J DEFGRID3
* xyz 1 1
C -2.70 -0.09 -0.30
N -3.22 -0.97 0.26
N -2.14 1.01 -0.38
N 1.39 -1.65 -0.01
N 1.07 1.40 0.58
N 0.36 -0.87 -0.14
N 0.44 0.68 -0.45
H -3.53 -1.85 0.10
H -2.46 1.95 -0.41
H -0.07 -0.89 0.75
H 1.60 -2.09 -0.88
H 2.11 -1.47 0.71
H 0.97 0.97 1.50
H 2.08 1.42 0.45
H 0.99 0.76 -1.28
H -1.00 0.82 -0.29
*
```


Energy ordering: version two at the bottom, the next structure 0.0735 hartree above.


Version one
Density functional theory data (the ωB97M-V functional and the def2-TZVPD basis) for a 2-piece molecular cluster, C15H18O overall.

Geometry as ORCA input:
```
! RIJCOSX wB97M-V def2-TZVPD def2/J DEFGRID3
* xyz 0 1
C 0.64 -0.10 -3.22
C 1.49 0.59 -2.16
C 0.90 1.08 -0.85
C 1.74 1.52 0.16
C 1.23 2.23 1.23
C -0.10 2.65 1.24
O -0.54 3.54 2.15
C -0.96 2.15 0.29
C -0.45 1.40 -0.77
H 0.69 0.42 -4.18
H -0.44 -0.15 -3.04
H 0.92 -1.13 -3.42
H 2.37 -0.01 -1.92
H 1.97 1.46 -2.63
H 2.79 1.32 0.06
H 1.85 2.44 2.07
H 0.12 3.78 2.81
H -2.02 2.36 0.36
H -1.15 1.00 -1.49
C 0.24 -2.56 -0.92
C -0.44 -2.11 0.33
C -1.75 -1.64 0.27
C -2.33 -1.12 1.41
C -1.64 -0.97 2.60
C -0.33 -1.40 2.65
C 0.24 -1.97 1.52
H 1.00 -1.85 -1.26
H -0.44 -2.75 -1.75
H 0.66 -3.57 -0.86
H -2.28 -1.56 -0.67
H -3.37 -0.82 1.38
H -2.12 -0.59 3.50
H 0.24 -1.32 3.57
H 1.27 -2.30 1.52
*
```

Structure (SMILES): CCc1ccc(O)cc1.Cc1ccccc1


Version two
Density functional theory data (the ωB97M-V functional and the def2-TZVPD basis) for a 2-piece molecular cluster, C15H18O overall.

Geometry as ORCA input:
```
! RIJCOSX wB97M-V def2-TZVPD def2/J DEFGRID3
* xyz 0 1
C 0.93 2.31 -2.34
C -0.16 1.99 -1.31
C -1.09 0.86 -1.61
C -1.34 0.07 -0.45
C -2.00 -1.11 -0.57
C -2.53 -1.45 -1.86
O -3.18 -2.64 -2.04
C -2.35 -0.65 -2.97
C -1.58 0.54 -2.83
H 1.24 1.37 -2.81
H 1.60 3.00 -1.82
H 0.57 2.88 -3.21
H 0.39 1.89 -0.37
H -0.79 2.88 -0.99
H -0.81 0.27 0.48
H -2.02 -1.85 0.24
H -2.77 -3.47 -1.78
H -2.65 -1.02 -3.94
H -1.32 1.16 -3.68
C -0.35 -1.24 3.42
C 0.81 -0.77 2.62
C 1.26 0.52 2.89
C 2.27 1.09 2.12
C 2.90 0.33 1.11
C 2.51 -1.00 0.95
C 1.50 -1.57 1.73
H -1.21 -1.42 2.75
H -0.67 -0.53 4.16
H -0.18 -2.17 4.03
H 0.68 1.12 3.61
H 2.65 2.10 2.14
H 3.81 0.70 0.64
H 2.81 -1.68 0.15
H 1.07 -2.53 1.55
*
```

Structure (SMILES): CCc1ccc(O)cc1.Cc1ccccc1


Version three
Density functional theory data (the ωB97M-V functional and the def2-TZVPD basis) for a 2-piece molecular cluster, C15H18O overall.

Geometry as ORCA input:
```
! RIJCOSX wB97M-V def2-TZVPD def2/J DEFGRID3
* xyz 0 1
C -3.88 1.35 0.89
C -2.91 0.45 1.60
C -1.59 0.41 1.14
C -0.57 -0.28 1.77
C -0.87 -1.10 2.86
O -0.08 -2.07 3.41
C -2.07 -0.86 3.50
C -3.03 -0.04 2.92
H -3.39 1.85 0.05
H -4.31 2.11 1.52
H -4.65 0.71 0.48
H -1.33 0.84 0.17
H 0.34 -0.42 1.18
H 0.84 -2.01 3.14
H -2.38 -1.33 4.43
H -3.97 0.16 3.43
C 0.30 0.84 -3.61
C 1.76 0.38 -3.48
C 2.10 0.02 -2.06
C 1.84 0.90 -1.02
C 2.35 0.60 0.26
C 2.88 -0.64 0.49
C 3.03 -1.59 -0.52
C 2.74 -1.21 -1.81
H 0.11 1.82 -3.19
H -0.28 0.03 -3.18
H 0.10 0.97 -4.67
H 1.92 -0.40 -4.25
H 2.50 1.07 -3.94
H 1.14 1.69 -1.24
H 2.10 1.22 1.11
H 2.96 -1.01 1.52
H 3.42 -2.57 -0.27
H 2.89 -1.89 -2.65
*
```

Structure (SMILES): Cc1ccc(O)cc1.CCc1ccccc1


Energy ordering: version one at the bottom, the next structure 0.0188 hartree above.


Version one
Density functional theory data (the ωB97M-V functional and the def2-TZVPD basis) for a 2-piece molecular cluster, C15H18O overall.

Geometry as ORCA input:
```
! RIJCOSX wB97M-V def2-TZVPD def2/J DEFGRID3
* xyz 0 1
C 2.13 2.87 2.23
C 2.63 1.50 1.90
C 2.43 1.10 0.49
C 1.62 -0.04 0.28
C 1.33 -0.67 -0.88
C 1.89 -0.13 -2.03
O 1.43 -0.62 -3.15
C 2.71 1.02 -1.85
C 3.03 1.61 -0.68
H 1.39 3.12 1.56
H 3.02 3.60 2.12
H 1.77 2.67 3.23
H 3.74 1.48 1.98
H 2.27 0.63 2.58
H 1.23 -0.35 1.23
H 0.89 -1.63 -0.97
H 1.61 0.08 -3.94
H 3.12 1.57 -2.81
H 3.67 2.67 -0.71
C -2.22 -3.13 -0.73
C -2.59 -1.74 -0.07
C -2.22 -0.42 -0.52
C -2.58 0.64 0.28
C -3.29 0.47 1.49
C -3.58 -0.78 2.03
C -3.29 -1.82 1.13
H -2.89 -3.94 -0.38
H -1.33 -3.49 -0.15
H -2.07 -3.19 -1.70
H -1.62 -0.40 -1.35
H -2.34 1.66 -0.01
H -3.92 1.30 1.85
H -4.18 -0.98 2.89
H -3.68 -2.79 1.37
*
```

Structure (SMILES): CCc1ccc(O)cc1.Cc1ccccc1


Version two
Density functional theory data (the ωB97M-V functional and the def2-TZVPD basis) for a 2-piece molecular cluster, C15H18O overall.

Geometry as ORCA input:
```
! RIJCOSX wB97M-V def2-TZVPD def2/J DEFGRID3
* xyz 0 1
C 1.73 1.16 2.49
C 2.37 1.83 1.20
C 2.28 0.80 0.04
C 2.86 -0.47 0.17
C 2.70 -1.44 -0.81
C 2.16 -1.07 -2.02
O 2.16 -1.99 -3.05
C 1.64 0.21 -2.17
C 1.51 1.11 -1.09
H 0.69 1.01 2.19
H 1.90 1.93 3.25
H 2.19 0.19 2.64
H 1.80 2.73 0.99
H 3.37 2.25 1.29
H 3.58 -0.58 0.97
H 3.26 -2.38 -0.73
H 2.93 -1.95 -3.61
H 1.08 0.54 -3.03
H 0.89 1.98 -0.85
C -0.64 -1.07 -0.18
C -2.08 -0.67 0.02
C -2.31 0.68 0.29
C -3.59 1.10 0.71
C -4.69 0.24 0.64
C -4.45 -1.02 0.11
C -3.17 -1.48 -0.15
H -0.12 -1.12 0.79
H -0.14 -0.38 -0.81
H -0.67 -2.16 -0.30
H -1.49 1.39 0.23
H -3.82 2.17 0.65
H -5.70 0.59 0.82
H -5.29 -1.70 0.02
H -2.93 -2.41 -0.70
*
```

Structure (SMILES): CCc1ccc(O)cc1.Cc1ccccc1


Energy ordering: version two at the bottom, the next structure 0.0416 hartree above.


Version one
Density functional theory data (the ωB97M-V functional and the def2-TZVPD basis) for C12H6Br2Cl3F6N2O5RuS2Si as an isolated structure.

Geometry as ORCA input:
```
! RIJCOSX wB97M-V def2-TZVPD def2/J DEFGRID3
* xyz 1 5
Ru 0.72 0.61 0.48
F -1.64 4.51 -3.38
C -2.06 3.66 -2.48
F -2.59 4.29 -1.45
F -2.90 2.79 -2.99
S -0.34 2.25 -1.79
O -1.10 1.98 -0.56
O 0.56 3.57 -1.55
N 0.90 1.07 -1.48
S 2.35 1.32 -2.15
O 3.27 1.92 -1.24
O 2.21 1.80 -3.48
C 2.91 -0.47 -2.19
F 4.16 -0.63 -2.53
F 2.74 -0.96 -0.93
F 2.14 -1.18 -3.01
C -0.81 -1.63 -1.87
C -0.87 -2.03 -0.43
C -1.54 -3.23 -0.12
C -1.65 -3.67 1.17
C -1.10 -2.89 2.20
C -1.19 -3.19 3.59
Br -2.05 -4.76 4.15
C -0.67 -2.35 4.56
C -0.04 -1.18 4.19
Br 0.68 -0.01 5.46
C 0.09 -0.83 2.82
O 0.65 0.24 2.43
C -0.45 -1.71 1.82
N -0.31 -1.29 0.53
H -0.07 -2.24 -2.39
H -0.55 -0.60 -1.97
H -1.78 -1.81 -2.34
H -1.97 -3.80 -0.93
H -2.16 -4.59 1.40
H -0.78 -2.60 5.60
Cl 2.83 5.22 -0.71
Si 1.17 4.31 -0.19
Cl 1.52 2.72 1.12
Cl -0.27 5.39 0.64
*
```

<S²>: 6.05


Version two
Density functional theory data (the ωB97M-V functional and the def2-TZVPD basis) for C12H6Br2Cl3F6N2O5RuS2Si as an isolated structure.

Geometry as ORCA input:
```
! RIJCOSX wB97M-V def2-TZVPD def2/J DEFGRID3
* xyz 1 5
Ru -0.35 -0.87 0.56
F 3.41 -3.27 -3.77
C 3.55 -2.33 -2.86
F 4.39 -2.67 -1.92
F 3.86 -1.17 -3.41
S 1.18 -1.81 -1.85
O 1.84 -1.22 -0.67
O 1.04 -3.42 -1.60
N -0.41 -1.36 -1.45
S -1.62 -2.23 -2.10
O -2.12 -3.20 -1.17
O -1.32 -2.57 -3.45
C -2.93 -0.93 -2.13
F -4.07 -1.49 -2.47
F -3.05 -0.37 -0.92
F -2.62 0.03 -3.00
C -0.15 1.79 -1.80
C -0.19 2.19 -0.37
C -0.14 3.57 -0.07
C -0.18 4.02 1.21
C -0.25 3.08 2.25
C -0.24 3.42 3.65
Br -0.19 5.20 4.18
C -0.27 2.44 4.64
C -0.31 1.10 4.29
Br -0.34 -0.21 5.59
C -0.31 0.71 2.92
O -0.33 -0.50 2.56
C -0.29 1.74 1.90
N -0.29 1.28 0.61
H -1.12 1.99 -2.26
H 0.07 0.74 -1.94
H 0.59 2.40 -2.33
H -0.07 4.26 -0.90
H -0.14 5.08 1.43
H -0.26 2.73 5.68
Cl -0.09 -5.97 -0.58
Si 0.96 -4.32 -0.23
Cl -0.05 -3.17 1.24
Cl 2.78 -4.69 0.53
*
```

<S²>: 6.05


Energy ordering: version two at the bottom, the next structure 0.0141 hartree above.